11
Properties=species:S:1:pos:R:3:forces:R:3:lowdin_charge:R:1 method="wB97M-V/def2-TZVPD" e_lumo_ev=0.659 orbital_gap_ev=9.84 total_charge=0 homo_ev=-9.18 de_lowest_ev=6.932 total_energy_ev=-11255.635
O 1.743679 0.289731 1.055555 0.3 0.2 -5.3 0.016
C 1.618392 0.312372 -0.205943 -1.1 0.2 5.0 -0.293
O 0.717346 -0.419617 -0.869175 0.6 -1.2 -1.5 -0.101
N -0.122325 -1.350231 -0.253056 -3.9 3.3 -0.8 0.016
C -1.436585 -0.756845 0.262738 5.6 2.5 2.0 -0.067
N -1.562420 0.593669 0.335787 -0.4 -2.9 -0.5 0.000
O -0.609752 1.419424 -0.350379 -2.4 1.6 0.5 -0.128
H 1.981563 1.001038 -1.017117 0.5 -0.4 1.2 0.161
H 0.394454 -2.068369 0.128230 0.8 -1.7 1.5 0.089
H -1.731180 -1.398932 1.190875 -0.6 1.4 -2.2 0.149
H -0.993167 2.377761 -0.277519 0.6 -2.8 0.1 0.158